Entry 1:
Below is a structure of composition C44H83F6N5O23S2 at a distorted geometry, with properties calculated with ωB97M-V/def2-TZVPD.

```
163
C44H83F6N5O23S2, DFT ωB97M-V/def2-TZVPD
O -0.733 -2.993 -1.953
H -0.011 -3.686 -1.901
H -0.466 -2.067 -1.654
H -1.585 -3.230 -1.468
C 1.312 -1.724 1.188
F 0.921 -2.902 0.674
F 1.425 -1.803 2.506
F 2.522 -1.483 0.693
S 0.064 -0.342 0.836
O -1.047 -0.737 1.666
O 0.688 0.889 1.228
N -0.294 -0.626 -0.817
S -0.255 0.777 -1.518
O -1.389 1.590 -1.117
O 0.976 1.539 -1.460
C -0.635 0.333 -3.317
F -1.940 0.091 -3.560
F -0.336 1.361 -4.090
F -0.039 -0.818 -3.633
C -2.300 -5.673 -4.192
O -1.530 -5.466 -3.032
C -0.907 -6.637 -2.552
C -0.168 -6.402 -1.224
N 0.767 -5.274 -1.338
C 1.845 -5.519 -2.252
C 2.820 -4.346 -2.160
O 2.064 -3.110 -2.146
C 2.902 -2.044 -2.580
H -2.305 -4.823 -4.871
H -3.324 -6.034 -4.057
H -1.818 -6.471 -4.775
H -0.141 -6.892 -3.296
H -1.595 -7.484 -2.481
H 0.244 -7.409 -1.100
H -0.905 -6.152 -0.460
H 1.059 -4.995 -0.410
H 1.604 -5.563 -3.317
H 2.416 -6.450 -2.115
H 3.405 -4.295 -3.081
H 3.482 -4.303 -1.291
H 3.162 -2.047 -3.644
H 3.718 -1.958 -1.863
H 2.318 -1.116 -2.605
C 1.701 0.199 5.674
O 3.020 -0.264 5.928
C 3.976 0.756 5.797
C 4.324 1.243 4.386
N 5.429 2.158 4.456
C 5.807 2.660 3.146
C 6.750 3.870 3.125
O 6.039 4.942 3.744
C 6.686 6.159 3.544
H 1.019 -0.057 6.484
H 1.380 -0.245 4.728
H 1.642 1.276 5.496
H 4.927 0.421 6.225
H 3.704 1.598 6.448
H 3.483 1.758 3.922
H 4.557 0.290 3.885
H 6.249 1.783 4.913
H 5.064 2.722 2.352
H 6.394 1.875 2.627
H 6.959 4.152 2.088
H 7.717 3.696 3.607
H 7.722 6.182 3.903
H 6.120 6.973 4.002
H 6.703 6.466 2.485
C -4.293 -3.894 3.452
O -4.518 -3.800 2.051
C -3.504 -4.408 1.304
C -3.784 -4.311 -0.210
N -3.189 -3.064 -0.736
C -3.725 -2.858 -2.100
C -5.232 -2.810 -2.323
O -5.895 -2.175 -1.247
C -7.257 -1.947 -1.516
H -3.377 -3.360 3.700
H -4.308 -4.920 3.832
H -5.169 -3.440 3.915
H -3.557 -5.483 1.536
H -2.454 -4.111 1.428
H -4.877 -4.235 -0.236
H -3.475 -5.276 -0.610
H -3.557 -2.374 -0.085
H -3.269 -3.528 -2.828
H -3.374 -1.864 -2.401
H -5.643 -3.775 -2.639
H -5.388 -2.091 -3.139
H -7.819 -2.869 -1.358
H -7.434 -1.542 -2.520
H -7.660 -1.149 -0.892
C -5.679 3.738 2.028
O -4.356 3.504 2.479
C -3.446 3.290 1.400
C -2.129 2.723 1.914
N -1.534 3.478 2.994
C -0.292 2.899 3.454
C 0.178 3.561 4.717
O -0.454 2.959 5.835
C 0.103 3.216 7.098
H -6.257 3.544 2.931
H -5.982 3.034 1.249
H -5.881 4.734 1.627
H -3.238 4.203 0.841
H -3.874 2.468 0.823
H -1.423 2.729 1.076
H -2.168 1.659 2.193
H -2.202 3.786 3.684
H 0.497 2.996 2.702
H -0.467 1.818 3.545
H 0.040 4.640 4.593
H 1.263 3.416 4.796
H -0.186 4.259 7.324
H 1.187 3.105 7.122
H -0.488 2.753 7.889
C -6.878 2.168 -2.281
C -6.153 1.472 -1.298
C -4.807 1.206 -1.552
C -4.208 1.609 -2.762
C -4.941 2.320 -3.689
C -6.253 2.646 -3.414
O -7.080 3.324 -4.302
O -4.138 0.486 -0.598
H -7.940 2.321 -2.147
H -6.594 1.328 -0.323
H -3.204 1.288 -3.013
H -4.507 2.731 -4.595
H -6.701 3.184 -5.179
H -3.220 0.479 -0.919
C 3.407 3.374 -1.907
C 2.169 3.946 -1.692
C 1.927 4.793 -0.600
C 2.851 4.855 0.426
C 4.097 4.260 0.231
C 4.381 3.554 -0.901
O 5.653 3.041 -1.030
O 0.735 5.491 -0.659
H 3.648 2.720 -2.734
H 1.363 4.037 -2.409
H 2.762 5.440 1.333
H 4.803 4.478 1.021
H 5.675 2.178 -1.460
H 0.422 5.545 0.255
C 0.433 1.352 -7.087
C -0.734 0.417 -7.263
O -0.232 -0.868 -6.882
C 1.124 -0.777 -6.920
O 1.853 -1.703 -6.757
O 1.582 0.480 -7.090
H 0.324 1.909 -6.158
H 0.544 2.098 -7.870
H -1.024 0.385 -8.318
H -1.618 0.617 -6.661
C 5.686 -2.168 1.329
C 5.533 -0.873 2.074
O 5.901 0.160 1.206
C 5.991 -0.328 -0.045
O 6.161 0.277 -1.044
O 5.697 -1.693 -0.011
H 4.773 -2.707 1.592
H 6.534 -2.785 1.625
H 5.917 -0.941 3.096
H 4.473 -0.676 2.272
```

Calculated values
HOMO level, eV: -7.35
E, eV: -139482.694
Maximum force, eV Å⁻¹: 3.66
Kohn-Sham gap, eV: 7.473

Results of the Löwdin charge analysis, in e, for atoms 1 through 5: O 0.1275; H 0.0930; H 0.0536; H 0.0875; C -0.6446



Entry 2:
Below is a cluster of 12 separate species, C44H88N8O4 in total at a distorted geometry, with properties calculated with ωB97M-V/def2-TZVPD.

```
144
C44H88N8O4, DFT ωB97M-V/def2-TZVPD
C 1.693 4.541 -3.066
C 1.716 3.403 -4.074
C 1.263 3.919 -5.487
O 3.069 2.909 -4.146
H 1.839 4.129 -2.048
H 0.692 5.042 -3.147
H 2.429 5.286 -3.321
H 1.030 2.609 -3.805
H 2.081 4.623 -5.781
H 0.359 4.470 -5.311
H 1.088 3.082 -6.190
H 3.176 1.959 -4.222
C -3.971 2.767 1.497
C -3.983 1.570 2.381
C -4.818 1.916 3.606
O -4.350 0.369 1.710
H -3.767 3.736 2.021
H -4.938 2.845 1.146
H -3.261 2.616 0.710
H -2.987 1.345 2.820
H -4.826 1.039 4.273
H -5.877 2.169 3.278
H -4.379 2.774 4.171
H -4.718 0.643 0.888
C -1.752 1.865 -3.265
C -3.276 1.921 -3.358
C -3.767 1.010 -4.485
O -3.902 1.541 -2.119
H -1.305 2.044 -4.217
H -1.362 0.856 -2.913
H -1.373 2.523 -2.482
H -3.631 2.994 -3.562
H -3.314 1.371 -5.468
H -4.864 0.989 -4.535
H -3.481 -0.024 -4.297
H -3.992 2.314 -1.576
C 1.603 5.261 2.487
C 0.682 4.141 2.639
C -0.671 4.682 3.121
O 0.398 3.495 1.397
H 1.780 5.658 3.430
H 1.097 6.081 1.949
H 2.569 4.979 1.978
H 1.075 3.437 3.335
H -1.083 5.380 2.390
H -0.684 5.291 4.054
H -1.461 3.919 3.291
H 1.225 3.257 0.850
C 5.230 4.626 -0.854
C 5.878 3.258 -0.685
C 5.127 2.077 -1.335
C 3.772 1.957 -0.746
N 2.671 2.003 -0.392
H 5.683 5.276 -0.157
H 4.164 4.629 -0.555
H 5.419 4.900 -1.886
H 6.028 3.041 0.355
H 6.963 3.340 -1.044
H 5.604 1.073 -1.189
H 5.023 2.264 -2.435
C 4.455 1.018 4.462
C 3.767 1.560 3.220
C 2.411 0.852 3.072
C 1.528 1.158 4.192
N 0.819 1.228 5.089
H 5.423 1.417 4.658
H 4.488 -0.103 4.335
H 3.807 1.078 5.371
H 4.434 1.329 2.461
H 3.689 2.639 3.201
H 2.565 -0.291 3.009
H 1.939 1.039 2.057
C -6.128 -3.343 2.493
C -5.445 -2.944 1.176
C -6.030 -3.767 0.094
C -7.520 -3.578 -0.107
N -8.659 -3.506 -0.162
H -5.803 -2.687 3.348
H -5.863 -4.311 2.835
H -7.187 -3.284 2.463
H -4.361 -3.190 1.286
H -5.603 -1.899 0.948
H -5.901 -4.855 0.303
H -5.540 -3.562 -0.901
C -0.420 -2.896 -4.555
C 0.593 -2.801 -5.704
C 0.371 -1.767 -6.810
C -0.893 -2.026 -7.480
N -1.937 -2.084 -7.955
H -1.444 -3.156 -4.940
H -0.467 -1.992 -3.924
H -0.131 -3.736 -3.888
H 0.692 -3.795 -6.096
H 1.619 -2.685 -5.298
H 1.215 -1.785 -7.491
H 0.280 -0.779 -6.379
C -1.506 -0.761 5.220
C -0.690 -1.572 6.243
C 0.022 -2.690 5.519
C -0.876 -3.642 4.810
N -1.510 -4.366 4.148
H -2.446 -1.208 4.981
H -0.894 -0.709 4.315
H -1.586 0.267 5.599
H -1.312 -1.876 7.115
H 0.060 -0.935 6.597
H 0.612 -3.238 6.310
H 0.741 -2.277 4.785
C 0.806 -5.580 1.374
C 0.804 -6.672 0.351
C -0.312 -6.507 -0.718
C -0.019 -5.258 -1.418
N 0.254 -4.155 -1.589
H -0.156 -5.497 1.949
H 1.104 -4.614 0.990
H 1.446 -5.942 2.179
H 0.538 -7.581 0.852
H 1.798 -6.861 -0.060
H -1.316 -6.487 -0.243
H -0.340 -7.372 -1.352
C -0.408 -0.279 -0.171
C -1.275 -0.438 1.070
C -1.102 -1.800 1.723
C 0.356 -2.004 1.989
N 1.460 -2.231 2.181
H 0.682 -0.303 -0.070
H -0.587 0.659 -0.652
H -0.636 -1.075 -0.875
H -2.342 -0.121 0.847
H -0.907 0.347 1.796
H -1.340 -2.544 0.974
H -1.686 -2.040 2.629
C 5.316 -1.859 -1.850
C 3.966 -1.729 -1.122
C 2.741 -1.565 -2.057
C 3.038 -0.572 -3.170
N 3.350 0.114 -4.033
H 5.334 -1.138 -2.654
H 5.418 -2.847 -2.312
H 6.164 -1.655 -1.181
H 3.879 -0.898 -0.397
H 3.719 -2.621 -0.535
H 1.892 -1.130 -1.505
H 2.348 -2.420 -2.591
```

Calculated values
SMILES: CC(C)O.CC(C)O.CC(C)O.CC(C)O.CCCC#N.CCCC#N.CCCC#N.CCCC#N.CCCC#N.CCCC#N.CCCC#N.CCCC#N
HOMO level, eV: -9.69
E, eV: -67162.673
Maximum force, eV Å⁻¹: 2.89
Kohn-Sham gap, eV: 10.021
Energy above the lowest of the compared OMol25 structures with the same formula, charge and spin, eV: 0.000

Results of the Löwdin charge analysis, in e, for atoms 1 through 5: C -0.0613; C -0.4774; C -0.0523; O -0.0965; H 0.0598



> Look up the maximum force of the first one.

3.66 eV Å⁻¹



> Among the records above, which one has the highest Kohn-Sham gap?

C44H88N8O4